{
  "formula": "C6H10N3O",
  "method": "ωB97M-V/def2-TZVPD",
  "charge": 1,
  "lumo_ha": -0.12458,
  "orbital_gap_ev": 8.1,
  "de_lowest_kcal_mol": 103.8,
  "elements": ["C", "C", "C", "C", "C", "C", "N", "N", "N", "O", "H", "H", "H", "H", "H", "H", "H", "H", "H", "H"],
  "coordinates": [[2.42616, -0.93173, -0.78462], [1.85289, -1.56045, 0.26541], [2.60761, 0.52071, -1.00621], [0.64634, -1.33656, 1.11721], [-1.09179, 0.42274, 0.81799], [2.99978, 1.38658, -0.06681], [-0.13936, -0.35826, 1.05601], [3.42984, 2.15656, 0.75155], [-4.44626, 0.32252, -0.64814], [-1.90711, 0.20082, -0.08440], [2.94236, -1.53384, -1.43994], [2.21881, -2.61577, 0.39268], [2.40880, 0.67622, -2.05371], [0.34271, -2.16264, 1.78922], [-1.12894, 1.18802, 1.59562], [4.44696, 2.15684, 0.98546], [-5.02961, 0.62885, 0.10086], [-3.36702, 0.63207, -0.32912], [-4.68503, 0.82907, -1.57464], [-4.52716, -0.62176, -0.88441]]
}